A:
Formula: C2H3N3O
Source: the Open Molecules 2025 dataset
Level of theory: ωB97M-V/def2-TZVPD

Computed properties:
HOMO (eV): -8.87

Last column: Löwdin charge in e.
Positions of all 9 atoms, in Å:
1 C -1.2439 -0.2165 -0.0105  -0.545
2 C 0.7767 -0.9412 -0.0156  -0.162
3 H 1.6395 -1.5887 -0.0523  0.123
4 H 1.7206 1.0296 0.0058  0.167
5 H -0.5327 1.8965 0.1134  0.163
6 N -0.4596 -1.3491 0.0134  0.137
7 N 0.9070 0.4111 -0.0047  0.006
8 N -0.3488 0.9055 -0.0348  0.079
9 O -2.4588 -0.1472 -0.0146  0.031



B:
Formula: C2H3N3O
Source: the Open Molecules 2025 dataset
Level of theory: ωB97M-V/def2-TZVPD

Computed properties:
HOMO (eV): -10.18

Last column: Löwdin charge in e.
Positions of all 9 atoms, in Å:
1 C 0.6415 0.3329 0.0250  -0.501
2 C -0.8224 0.6801 -0.0704  -0.277
3 N -1.7952 -0.3335 -0.3246  0.104
4 N -1.8763 0.1788 0.7753  0.133
5 N 1.0384 -0.9793 -0.0512  0.147
6 O 1.4915 1.1748 0.3310  0.023
7 H -1.1319 1.7712 -0.2062  0.150
8 H 0.3931 -1.6585 -0.4272  0.086
9 H 2.0613 -1.1665 -0.0517  0.135



Quick one: least stable of them? B